No. 1
16
Properties=species:S:1:pos:R:3 method="wB97M-V/def2-TZVPD" fmax_ev_per_a=6.4 gap_ev=8.17 e_lumo_ha=-0.002
O -0.269 -1.560 -1.318
C 0.274 -1.867 -2.387
O 1.191 -2.834 -2.506
H 0.269 -1.263 -3.282
H 1.844 -2.283 -2.113
C -0.740 2.400 1.442
C 0.146 1.189 0.977
C -0.298 -1.031 0.394
N -0.847 0.203 0.457
H -0.283 3.277 1.966
H -1.367 2.716 0.613
H -1.454 1.916 2.180
H 0.691 0.786 1.863
H 0.925 1.418 0.240
H 0.802 -1.176 0.707
H -0.883 -1.893 0.768

No. 2
16
Properties=species:S:1:pos:R:3 method="wB97M-V/def2-TZVPD" fmax_ev_per_a=2.7 gap_ev=9.89 e_lumo_ha=0.026
C 1.538 1.037 -0.477
N 0.771 0.137 0.299
C 0.956 -0.204 1.621
O 2.058 -0.293 2.120
C -0.234 -0.709 -0.376
C -1.564 -0.007 -0.532
O -2.629 -0.674 0.154
H 0.954 1.548 -1.237
H 1.824 1.877 0.178
H 2.534 0.738 -0.878
H 0.060 -0.393 2.220
H -0.323 -1.693 0.097
H 0.158 -1.025 -1.344
H -1.545 0.955 -0.016
H -1.788 0.235 -1.596
H -2.769 -1.529 -0.235

No. 3
16
Properties=species:S:1:pos:R:3 method="wB97M-V/def2-TZVPD" fmax_ev_per_a=0.4 gap_ev=10.69 e_lumo_ha=0.026
C -1.096 1.278 -0.591
C -0.347 0.439 0.443
C -0.897 -0.998 0.481
O -0.098 -1.873 1.221
N 1.099 0.528 0.163
C 1.903 -0.346 -0.480
O 1.628 -1.492 -0.811
H -0.756 2.319 -0.581
H -2.177 1.273 -0.415
H -0.905 0.864 -1.587
H -0.483 0.860 1.448
H -1.881 -0.953 0.966
H -1.061 -1.364 -0.543
H 0.656 -2.046 0.629
H 1.510 1.435 0.342
H 2.905 0.075 -0.685

No. 4
16
Properties=species:S:1:pos:R:3 method="wB97M-V/def2-TZVPD" fmax_ev_per_a=1.2 gap_ev=10.71 e_lumo_ha=0.032
C 2.080 -0.579 -0.944
C 0.956 0.091 -0.174
O 1.425 1.040 0.792
C 0.016 -0.899 0.466
N -1.189 -0.215 0.976
C -2.092 0.308 0.073
O -1.993 0.380 -1.128
H 2.773 -1.138 -0.322
H 1.648 -1.196 -1.736
H 2.621 0.177 -1.521
H 0.414 0.724 -0.879
H 2.318 1.320 0.562
H 0.478 -1.495 1.251
H -0.316 -1.601 -0.304
H -1.700 -0.723 1.685
H -2.929 0.792 0.618

No. 5
16
Properties=species:S:1:pos:R:3 method="wB97M-V/def2-TZVPD" fmax_ev_per_a=0.7 gap_ev=10.05 e_lumo_ha=0.033
C 1.763 1.138 1.477
N 0.365 1.482 1.198
C -0.447 0.294 0.959
C -0.386 -0.173 -0.473
O 0.265 0.340 -1.357
O -1.197 -1.231 -0.644
C -1.328 -1.660 -2.002
H 1.810 0.794 2.527
H 2.371 2.058 1.386
H 2.159 0.347 0.792
H 0.369 2.023 0.343
H -1.511 0.447 1.206
H -0.126 -0.557 1.578
H -2.004 -2.521 -1.984
H -0.344 -1.935 -2.405
H -1.757 -0.847 -2.602

No. 6
16
Properties=species:S:1:pos:R:3 method="wB97M-V/def2-TZVPD" fmax_ev_per_a=0.5 gap_ev=10.67 e_lumo_ha=0.036
C 0.253 -2.256 1.486
N 0.324 -1.053 0.687
C 0.362 0.046 1.304
O 0.475 1.246 0.713
C 0.526 1.256 -0.716
C -0.881 1.345 -1.299
O -0.838 1.296 -2.709
H -0.646 -2.822 1.218
H 1.117 -2.892 1.261
H 0.239 -2.067 2.573
H 0.319 0.160 2.395
H 1.120 2.132 -0.989
H 1.029 0.349 -1.064
H -1.505 0.550 -0.868
H -1.337 2.302 -1.033
H -0.556 0.408 -2.958

Quick rundown of E_tot, same order as above: -9874.664; -9877.843; -9879.159; -9878.834; -9878.810; -9878.099 eV